Computed, not measured: one molecule with the formula C4H5N3O2S at a distorted geometry, with ωB97M-V with the def2-TZVPD basis set.

Each line ends with the Löwdin charge.
Cartesian coordinates (Å):
C (2.504, 0.867, 0.370)  -0.143
C (1.570, -0.016, 0.817)  -0.062
C (0.650, 1.534, -0.498)  -0.184
C (-1.826, -1.848, -1.076)  -0.045
N (1.918, 1.769, -0.426)  0.051
N (-1.205, -1.593, -0.031)  -0.117
N (0.364, 0.473, 0.280)  -0.199
O (-1.329, -0.321, 2.169)  -0.266
O (-2.205, 0.962, -0.005)  -0.411
S (-1.131, -0.095, 0.760)  0.810
H (3.553, 1.075, 0.288)  0.107
H (1.470, -0.823, 1.583)  0.132
H (0.048, 2.086, -1.193)  0.132
H (-1.964, -2.897, -1.252)  0.076
H (-2.417, -1.174, -1.784)  0.120

Results
- Gap between HOMO and LUMO: 9.45 eV
- SMILES: C=NS(=O)(=O)n1ccnc1
- Highest occupied orbital energy: -9.793 eV